Below is 12 unconnected molecules or ions with the total composition C40H98N6O13P at a distorted geometry, with properties calculated with ωB97M-V/def2-TZVPD.

Element x y z (Å)
C: 7.8471 0.5105 -0.7965
C: 6.7545 -0.6253 -0.6261
C: 5.5964 -0.3619 -1.6705
C: 4.7849 0.9700 -1.4125
N: 4.2743 1.1023 0.0253
C: 2.8500 1.2744 -0.1053
C: 1.8273 0.2293 -0.1156
P: 2.1839 -1.6097 0.0992
N: 1.4012 -2.0081 1.6463
O: 3.8143 -1.8162 0.4119
N: 0.5921 0.8721 -0.3114
C: -0.7348 0.2021 -0.4368
O: -0.6678 -0.9334 -1.3179
C: -1.9859 -1.4281 -1.5532
C: -2.4286 -2.7320 -1.0361
C: -3.8304 -3.1509 -1.2817
C: -4.7841 -2.3019 -2.0197
C: -4.3755 -1.0128 -2.5936
C: -2.9554 -0.6017 -2.3432
C: 0.7459 2.2924 -0.3956
N: -0.2708 3.3057 -0.6106
C: -0.3305 3.4173 -2.1219
C: -1.7964 3.3456 -2.6769
N: 2.1045 2.4643 -0.2546
N: 2.6349 3.7783 -0.2674
C: 2.2517 4.3753 1.0761
C: 3.4044 5.2264 1.7199
H: 8.4591 0.3879 -1.7309
H: 7.3578 1.5175 -0.7235
H: 8.5659 0.4161 0.0646
H: 7.2677 -1.5944 -0.8888
H: 6.3282 -0.6747 0.4076
H: 6.1046 -0.2396 -2.6739
H: 4.9486 -1.2747 -1.7880
H: 3.8932 0.9413 -2.1051
H: 5.3934 1.8570 -1.7304
H: 4.6308 2.0289 0.3061
H: 0.4080 -1.7511 1.5160
H: 1.7422 -1.2712 2.2903
H: 4.1209 -1.2167 1.1277
H: -1.1838 -0.0825 0.5504
H: -1.4007 1.0004 -0.8788
H: -1.7189 -3.3798 -0.4712
H: -4.2334 -4.1245 -0.9049
H: -5.8413 -2.6196 -2.1553
H: -5.0783 -0.3524 -3.1585
H: -2.5403 0.3642 -2.7355
H: -1.1781 3.0154 -0.2336
H: 0.2312 2.5547 -2.5844
H: 0.2009 4.3507 -2.4503
H: -1.8246 2.5494 -3.4761
H: -1.9851 4.3124 -3.2291
H: -2.5789 3.1428 -1.9029
H: 2.0603 4.2513 -0.9755
H: 1.2717 4.9160 0.9932
H: 2.0615 3.5129 1.7792
H: 3.8559 5.9682 1.0127
H: 4.1892 4.5325 2.1275
H: 2.9884 5.7678 2.6184
C: -0.7409 7.9784 -4.9411
C: -1.2868 6.5745 -4.7703
O: -1.6801 6.3534 -3.4157
H: 0.1164 8.1383 -4.2838
H: -0.4314 8.1543 -5.9729
H: -1.4948 8.7217 -4.6696
H: -0.5244 5.8349 -5.0218
H: -2.1529 6.4121 -5.4191
H: -2.3606 7.0027 -3.2002
C: -1.6056 3.1832 4.1324
C: -2.5733 2.5022 3.1853
O: -1.9507 2.2703 1.9200
H: -1.2664 4.1336 3.7148
H: -2.0736 3.3708 5.1001
H: -0.7159 2.5656 4.2868
H: -3.4483 3.1296 3.0168
H: -2.9083 1.5442 3.5934
H: -1.1780 1.7108 2.0642
C: -4.8115 -5.8032 2.5567
C: -5.7756 -6.5331 1.6415
O: -5.1757 -6.7646 0.3686
H: -4.5139 -4.8480 2.1163
H: -5.2639 -5.6151 3.5318
H: -3.8977 -6.3876 2.7000
H: -6.6761 -5.9386 1.4830
H: -6.0681 -7.4953 2.0727
H: -4.3854 -7.2984 0.5119
C: 11.5729 -2.4543 -1.6903
C: 11.8712 -1.3668 -0.6767
O: 10.6585 -0.8076 -0.1765
H: 10.9889 -2.0526 -2.5211
H: 12.4953 -2.8855 -2.0839
H: 10.9780 -3.2521 -1.2375
H: 12.4465 -0.5631 -1.1379
H: 12.4471 -1.7650 0.1653
H: 10.1588 -1.5211 0.2386
C: 4.3612 2.9501 -5.2943
C: 5.3516 1.8859 -5.7280
O: 5.2770 0.7559 -4.8634
H: 4.5626 3.2642 -4.2672
H: 4.4151 3.8237 -5.9469
H: 3.3396 2.5588 -5.3152
H: 6.3702 2.2725 -5.6855
H: 5.1481 1.5599 -6.7525
H: 4.3776 0.4102 -4.9115
C: -5.0973 -2.0447 4.2017
C: -5.3884 -2.7318 5.5235
O: -4.9626 -4.0911 5.4772
H: -5.6063 -2.5582 3.3830
H: -5.4250 -1.0029 4.2223
H: -4.0259 -2.0719 3.9789
H: -6.4575 -2.7216 5.7314
H: -4.8727 -2.2289 6.3472
H: -4.0141 -4.0933 5.3026
C: -10.1443 -2.9165 8.1802
C: -8.7980 -3.4616 7.7458
O: -7.7674 -2.5074 7.9965
H: -10.3716 -1.9904 7.6489
H: -10.9386 -3.6373 7.9860
H: -10.1387 -2.6789 9.2478
H: -8.8003 -3.6771 6.6762
H: -8.5603 -4.3845 8.2840
H: -7.7621 -2.3270 8.9436
C: -3.0517 -0.2985 -6.1902
C: -3.9725 0.9035 -6.1050
O: -3.2493 2.0131 -5.6009
H: -2.6392 -0.5427 -5.2085
H: -3.5832 -1.1734 -6.5703
H: -2.2071 -0.0839 -6.8510
H: -4.8088 0.7114 -5.4316
H: -4.3769 1.1531 -7.0907
H: -2.5131 2.1800 -6.2014
C: -14.0551 -1.1054 6.6940
C: -13.0672 -2.1537 6.2196
O: -13.0846 -3.2828 7.0880
H: -13.8147 -0.7856 7.7101
H: -14.0442 -0.2325 6.0379
H: -15.0693 -1.5128 6.7186
H: -12.0546 -1.7501 6.2169
H: -13.3095 -2.4859 5.2049
H: -13.9799 -3.6418 7.0795
C: 14.6443 0.8818 1.7494
C: 14.0669 0.0312 2.8641
O: 12.7851 0.5185 3.2480
H: 14.7334 1.9225 2.0673
H: 15.6304 0.5189 1.4518
H: 13.9864 0.8699 0.8759
H: 14.7128 0.0612 3.7422
H: 13.9656 -1.0119 2.5454
H: 12.2140 0.4808 2.4708
C: 0.1286 -2.8772 -4.7921
C: -0.8366 -3.6039 -5.6931
O: -0.2410 -3.8533 -6.9618
H: 0.4409 -1.9280 -5.2344
H: -0.3246 -2.6762 -3.8181
H: 1.0355 -3.4693 -4.6404
H: -1.7284 -2.9945 -5.8459
H: -1.1433 -4.5599 -5.2567
H: 0.5417 -4.3974 -6.8151

Largest force on an atom, eV/Å: 4.09
Kohn-Sham gap, eV: 8.71
Net charge: +1
Total energy, eV: -87903.6646
HOMO, eV: -11.1061

Atom charges from the Löwdin analysis, given in e for atoms 1 to 99:
1. C -0.114
2. C -0.245
3. C -0.207
4. C -0.182
5. N 0.043
6. C -0.202
7. C -0.224
8. P 0.879
9. N -0.178
10. O -0.315
11. N 0.035
12. C -0.136
13. O -0.105
14. C -0.241
15. C 0.009
16. C -0.047
17. C -0.072
18. C -0.045
19. C -0.002
20. C -0.189
21. N 0.070
22. C -0.215
23. C -0.069
24. N -0.022
25. N 0.053
26. C -0.229
27. C -0.093
28. H 0.085
29. H 0.062
30. H 0.060
31. H 0.111
32. H 0.086
33. H 0.103
34. H 0.098
35. H 0.112
36. H 0.115
37. H 0.116
38. H 0.012
39. H 0.032
40. H 0.057
41. H 0.143
42. H 0.124
43. H 0.111
44. H 0.096
45. H 0.101
46. H 0.097
47. H 0.089
48. H 0.089
49. H 0.120
50. H 0.110
51. H 0.061
52. H 0.059
53. H 0.090
54. H 0.113
55. H 0.112
56. H 0.122
57. H 0.080
58. H 0.075
59. H 0.084
60. C -0.088
61. C -0.315
62. O -0.117
63. H 0.077
64. H 0.079
65. H 0.077
66. H 0.110
67. H 0.114
68. H 0.095
69. C -0.085
70. C -0.294
71. O -0.107
72. H 0.076
73. H 0.081
74. H 0.072
75. H 0.119
76. H 0.111
77. H 0.062
78. C -0.096
79. C -0.316
80. O -0.096
81. H 0.065
82. H 0.061
83. H 0.076
84. H 0.112
85. H 0.111
86. H 0.080
87. C -0.088
88. C -0.318
89. O -0.108
90. H 0.077
91. H 0.077
92. H 0.074
93. H 0.112
94. H 0.105
95. H 0.082
96. C -0.095
97. C -0.308
98. O -0.096
99. H 0.066

Below is a molecular structure, C36H40ClF5N8O2PPbS2 at a distorted geometry, with properties calculated with ωB97M-V/def2-TZVPD.

Element x y z (Å)
Pb: 1.0541 -0.2356 0.7456
Cl: 0.0626 -1.3346 3.4809
C: -1.5636 -0.8240 3.8176
C: -1.9852 -0.8126 5.1339
C: -3.2560 -0.3436 5.4357
C: -4.0919 0.1116 4.4265
C: -3.6767 0.0811 3.1075
C: -2.4066 -0.4077 2.7771
P: -1.9293 -0.4957 1.0329
C: -2.2372 -2.1156 0.3310
C: -2.7757 -3.1664 1.0658
C: -3.0125 -4.3758 0.4275
C: -2.6891 -4.5400 -0.9130
C: -2.1438 -3.4858 -1.6427
C: -1.9158 -2.2727 -1.0235
C: -2.9746 0.6832 0.1716
C: -2.8556 2.0425 0.4806
C: -3.7845 2.9393 -0.0113
C: -4.8201 2.4921 -0.8270
C: -4.9307 1.1448 -1.1447
C: -4.0030 0.2346 -0.6661
H: -1.3236 -1.1556 5.9177
H: -3.5817 -0.3266 6.4668
H: -5.0777 0.4891 4.6616
H: -4.3472 0.4146 2.3278
H: -3.0175 -3.0443 2.1137
H: -3.4569 -5.1916 0.9832
H: -2.8632 -5.4925 -1.3964
H: -1.9032 -3.6160 -2.6897
H: -1.4935 -1.4370 -1.5721
H: -2.0372 2.3819 1.1064
H: -3.7156 3.9898 0.2381
H: -5.5397 3.1965 -1.2222
H: -5.7502 0.7945 -1.7576
H: -4.1047 -0.8130 -0.9079
C: 4.3582 2.7497 4.7947
C: 4.6784 2.0494 3.5333
N: 5.8032 2.0722 2.9098
N: 5.6279 1.3143 1.7991
C: 4.4003 0.8113 1.6965
S: 3.8094 -0.1373 0.4202
N: 3.7725 1.2644 2.8128
N: 2.4785 0.9169 3.1578
H: 5.2853 3.0746 5.2605
H: 3.8199 2.1069 5.4910
H: 3.7539 3.6390 4.6027
H: 6.4045 1.1605 1.1731
H: 1.8969 1.7453 3.2375
H: 2.4785 0.4091 4.0372
C: -0.3573 -0.0462 -6.2105
C: 1.1040 -0.4717 -6.0985
C: 1.2441 -1.9333 -5.6832
C: 1.9059 0.4563 -5.1672
N: 1.4237 0.4304 -3.7904
C: 1.8199 -0.3123 -2.7573
N: 1.0540 -0.0063 -1.7260
N: 0.1899 0.9367 -2.1562
N: 0.4075 1.2006 -3.3834
H: -0.8721 -0.6797 -6.9314
H: -0.4407 0.9863 -6.5515
H: -0.8797 -0.1325 -5.2556
H: 1.5683 -0.3486 -7.0799
H: 0.7715 -2.1270 -4.7150
H: 2.2927 -2.2339 -5.6316
H: 0.7590 -2.5723 -6.4196
H: 1.8244 1.4844 -5.5157
H: 2.9536 0.1600 -5.1590
H: 2.6148 -1.0394 -2.7645
F: 2.0452 -7.8631 0.3327
C: 1.7494 -6.6078 0.4237
C: 2.1705 -5.7171 -0.5838
F: 2.8542 -6.1757 -1.6059
C: 1.8520 -4.3935 -0.4929
F: 2.2310 -3.5471 -1.4339
C: 1.0675 -3.8643 0.5883
O: 0.7118 -2.6622 0.6194
C: 0.6818 -4.8175 1.6016
F: -0.0205 -4.3765 2.6207
C: 0.9990 -6.1436 1.5195
F: 0.6015 -6.9883 2.4417
C: 0.2958 4.8128 -2.1621
C: -0.1968 4.0771 -0.9234
S: 1.2274 3.2788 -0.1124
O: 0.6492 2.1479 0.7539
C: 1.6303 4.5942 1.1043
C: 0.5957 4.7129 2.2108
H: -0.5275 5.3554 -2.6234
H: 0.6935 4.1141 -2.8967
H: 1.0760 5.5366 -1.9199
H: -0.8795 3.2661 -1.1667
H: -0.6604 4.7508 -0.2059
H: 1.7359 5.5105 0.5216
H: 2.6147 4.3291 1.4946
H: -0.3318 5.1614 1.8600
H: 0.9772 5.3418 3.0135
H: 0.3527 3.7302 2.6159

Largest force on an atom, eV/Å: 1.03
Kohn-Sham gap (spin up / spin down), eV: 5.44 / 5.86
Net charge: +3
Total energy, eV: -116287.3766
HOMO (spin up / spin down), eV: -16.0939 / -15.5447

For each atom in turn, the Löwdin charge in e is:
1. Pb 1.158
2. Cl 0.717
3. C -0.616
4. C -0.074
5. C -0.017
6. C -0.029
7. C -0.048
8. C -0.354
9. P 1.101
10. C -0.384
11. C -0.051
12. C -0.039
13. C -0.031
14. C -0.045
15. C -0.114
16. C -0.360
17. C -0.103
18. C -0.049
19. C -0.022
20. C -0.032
21. C -0.052
22. H 0.121
23. H 0.130
24. H 0.128
25. H 0.117
26. H 0.120
27. H 0.125
28. H 0.124
29. H 0.119
30. H 0.099
31. H 0.101
32. H 0.120
33. H 0.126
34. H 0.125
35. H 0.109
36. C 0.023
37. C -0.296
38. N 0.164
39. N 0.063
40. C -0.715
41. S 0.625
42. N -0.082
43. N 0.076
44. H 0.106
45. H 0.091
46. H 0.094
47. H 0.178
48. H 0.100
49. H 0.108
50. C -0.068
51. C -0.399
52. C -0.067
53. C -0.084
54. N -0.063
55. C -0.097
56. N -0.099
57. N -0.004
58. N 0.111
59. H 0.091
60. H 0.087
61. H 0.064
62. H 0.148
63. H 0.066
64. H 0.086
65. H 0.092
66. H 0.138
67. H 0.138
68. H 0.149
69. F 0.237
70. C -0.081
71. C -0.122
72. F 0.188
73. C -0.111
74. F 0.142
75. C -0.237
76. O -0.172
77. C -0.113
78. F 0.140
79. C -0.123
80. F 0.189
81. C -0.115
82. C -0.380
83. S 0.957
84. O -0.766
85. C -0.349
86. C -0.115
87. H 0.094
88. H 0.063
89. H 0.080
90. H 0.066
91. H 0.083
92. H 0.101
93. H 0.080
94. H 0.076
95. H 0.092
96. H 0.057

Below is a molecular structure, C45H43N8NiO2Si at a distorted geometry, with properties calculated with ωB97M-V/def2-TZVPD.

Element x y z (Å)
Ni: -0.3505 0.0334 0.3393
C: 3.8405 1.6358 0.0424
C: 2.7612 0.7941 -0.1159
N: 1.6055 0.9758 0.5212
C: 1.5616 2.0407 1.3913
C: 2.6779 2.8708 1.5294
N: 3.8021 2.6964 0.8717
C: 0.3181 2.2116 2.0972
C: 0.1174 3.0491 3.1848
C: -1.1342 3.1328 3.8084
C: -2.1595 2.3161 3.2699
C: -1.8944 1.4747 2.2078
N: -0.6811 1.4307 1.6230
C: -2.8437 0.5447 1.6095
C: -4.0499 0.1495 2.1798
N: -4.8821 -0.6965 1.5988
C: -4.4932 -1.1808 0.4136
C: -3.2864 -0.8405 -0.1647
N: -2.4429 0.0169 0.4141
C: -1.3690 4.0040 4.9460
C: -2.6531 4.2130 5.4835
C: -2.8226 5.0436 6.5700
N: -1.8364 5.6983 7.1740
C: -0.6198 5.5172 6.6697
C: -0.3347 4.7059 5.5931
H: 4.7678 1.4807 -0.4922
H: 2.8383 -0.0669 -0.7691
H: 2.6505 3.7235 2.1942
H: 0.9529 3.6267 3.5441
H: -3.1541 2.3378 3.6830
H: -4.3646 0.5192 3.1474
H: -5.1813 -1.8528 -0.0802
H: -2.9948 -1.2560 -1.1202
H: -3.5176 3.7365 5.0495
H: -3.8104 5.2065 6.9875
H: 0.1703 6.0672 7.1699
H: 0.6887 4.6143 5.2643
C: -2.7593 2.8095 -3.3749
Si: -0.8771 2.4869 -3.4772
C: -0.4261 2.4197 -5.3370
C: -0.0360 4.0043 -2.6808
C: -0.5952 0.8255 -2.5865
H: -3.0158 3.7716 -3.8091
H: -3.1033 2.8116 -2.3451
H: -3.3217 2.0482 -3.9074
H: -1.0352 3.1165 -5.9041
H: -0.5955 1.4292 -5.7455
H: 0.6133 2.6731 -5.5151
H: -0.3388 4.9123 -3.1960
H: 1.0466 3.9560 -2.7210
H: -0.3245 4.1058 -1.6387
H: -1.4833 0.2226 -2.7863
H: -0.6094 1.0041 -1.4848
C: 5.0043 -0.3849 3.1910
C: 3.5349 -0.4078 3.4959
C: 3.0317 0.4062 4.5011
C: 1.6740 0.4429 4.7605
C: 0.8017 -0.2687 3.9621
C: 1.2834 -1.0673 2.9244
N: 0.4253 -1.6049 1.9620
C: -0.6769 -2.4405 2.1378
C: -1.1543 -2.7748 3.4036
C: -2.2470 -3.6064 3.5511
C: -2.8812 -4.1353 2.4401
C: -2.3951 -3.8373 1.1804
C: -1.3028 -3.0007 1.0055
C: -0.8307 -2.7523 -0.4296
O: -1.1204 -3.5891 -1.2822
O: -0.1427 -1.7078 -0.6616
C: 2.6705 -1.1987 2.7404
C: 3.2427 -2.1555 1.7312
H: 5.5292 0.2813 3.8728
H: 5.1557 -0.0181 2.1746
H: 5.4504 -1.3765 3.2642
H: 3.7088 1.0238 5.0762
H: 1.2876 1.0682 5.5536
H: -0.2631 -0.1603 4.1002
H: 0.8855 -1.7656 1.0646
H: -0.6415 -2.3999 4.2773
H: -2.5934 -3.8486 4.5455
H: -3.7335 -4.7874 2.5593
H: -2.8426 -4.2642 0.2939
H: 2.5094 -2.8787 1.3819
H: 4.0641 -2.7151 2.1788
H: 3.6393 -1.6197 0.8686
C: 0.6380 -0.0514 -2.9043
C: 1.5925 0.4140 -3.9486
C: 1.7394 -0.3050 -5.1335
C: 2.6893 0.0435 -6.0695
C: 3.5181 1.1417 -5.8339
C: 3.3756 1.8789 -4.6552
C: 2.4305 1.5054 -3.7237
C: 4.4979 1.5023 -6.7822
N: 5.2958 1.8043 -7.5510
H: 1.1931 -0.1553 -1.9741
H: 0.2894 -1.0496 -3.1659
H: 1.1003 -1.1552 -5.3177
H: 2.8013 -0.5278 -6.9796
H: 4.0201 2.7309 -4.4891
H: 2.3372 2.0576 -2.8018

Largest force on an atom, eV/Å: 1.20
Kohn-Sham gap (spin up / spin down), eV: 4.56 / 5.92
2S+1: 3
Net charge: -1
Total energy, eV: -112304.2616
HOMO (spin up / spin down), eV: -2.8114 / -4.0797

Atom charges from the Löwdin analysis, given in e for atoms 1 to 99:
1. Ni 0.327
2. C -0.159
3. C -0.150
4. N 0.101
5. C -0.178
6. C -0.093
7. N 0.066
8. C -0.228
9. C 0.040
10. C -0.164
11. C 0.026
12. C -0.216
13. N 0.058
14. C -0.158
15. C -0.078
16. N 0.084
17. C -0.120
18. C -0.095
19. N 0.109
20. C -0.167
21. C -0.024
22. C -0.169
23. N 0.032
24. C -0.170
25. C -0.024
26. H 0.095
27. H 0.105
28. H 0.107
29. H 0.097
30. H 0.086
31. H 0.110
32. H 0.104
33. H 0.118
34. H 0.092
35. H 0.098
36. H 0.098
37. H 0.095
38. C -0.188
39. Si 0.570
40. C -0.168
41. C -0.171
42. C -0.221
43. H 0.018
44. H 0.021
45. H 0.021
46. H 0.021
47. H 0.025
48. H 0.015
49. H 0.022
50. H 0.006
51. H 0.024
52. H 0.072
53. H 0.039
54. C -0.044
55. C -0.241
56. C -0.061
57. C -0.084
58. C -0.040
59. C -0.203
60. N 0.073
61. C -0.175
62. C -0.028
63. C -0.097
64. C -0.102
65. C -0.046
66. C -0.082
67. C -0.625
68. O 0.015
69. O -0.091
70. C -0.167
71. C -0.021
72. H 0.075
73. H 0.073
74. H 0.075
75. H 0.102
76. H 0.104
77. H 0.111
78. H 0.101
79. H 0.098
80. H 0.096
81. H 0.092
82. H 0.115
83. H 0.084
84. H 0.079
85. H 0.073
86. C -0.195
87. C -0.234
88. C -0.027
89. C -0.022
90. C -0.249
91. C -0.019
92. C -0.044
93. C -0.208
94. N 0.143
95. H 0.064
96. H 0.110
97. H 0.119
98. H 0.116
99. H 0.120